1.
The following is a DFT calculation (ωB97M-V/def2-TZVPD) of 24 unconnected molecules or ions with the total composition C11H70NO23 in a non-equilibrium geometry.

Its HOMO energy is -12.4233 eV. The largest force on an atom is 0.209 Eh/bohr. As for the charge: +1. The value obtained for the LUMO energy is -2.50 eV.

Structure (XYZ):
```
105
Properties=species:S:1:pos:R:3:forces:R:3
C 3.283305 -1.855095 0.024381 0.303 2.888 3.954
C 1.833305 -1.956095 -0.486619 0.233 1.662 -2.082
C 0.874305 -0.824095 0.028381 2.776 1.008 2.883
C -0.504695 -0.638095 -0.466619 -1.271 -4.917 -0.238
N -1.372695 0.451905 0.057381 -0.366 2.469 2.355
C -1.133695 1.926905 -0.311619 0.559 1.021 -3.590
C -0.195695 2.559905 0.592381 4.863 0.348 1.628
C -0.158695 1.667905 1.873381 -3.257 4.990 0.649
C -1.234695 0.685905 1.553381 -1.296 -0.139 4.149
C -2.792695 0.156905 -0.071619 -5.289 -0.858 -0.171
C -3.411695 -0.037095 -1.435619 -0.654 0.031 -4.182
C -5.035695 -0.306095 -1.515619 6.698 -5.738 6.156
H 3.385305 -2.183095 1.214381 -0.469 0.830 -2.992
H 3.723305 -0.761095 0.013381 -1.283 -1.818 0.213
H 4.055305 -2.376095 -0.466619 0.312 -1.305 -0.995
H 1.533305 -2.950095 -0.297619 -1.017 -1.035 0.382
H 1.810305 -1.863095 -1.596619 0.344 -0.211 0.427
H 1.364305 0.164905 -0.168619 0.305 -0.825 0.282
H 0.938305 -1.021095 1.131381 -0.447 0.738 -0.546
H -1.052695 -1.692095 -0.204619 0.664 2.665 -0.687
H -0.348695 -0.646095 -1.534619 -1.019 0.754 -0.567
H -2.012695 2.586905 -0.259619 -0.515 -1.389 -0.388
H -0.612695 2.109905 -1.285619 -1.371 -1.074 0.028
H -0.555695 3.521905 0.935381 0.346 0.420 -0.660
H 0.998305 2.632905 0.064381 -3.566 0.086 1.764
H -0.252695 2.398905 2.913381 0.152 -2.865 -2.957
H 0.651305 1.142905 1.781381 5.259 -2.451 0.666
H -2.152695 1.122905 2.070381 0.534 -0.786 -1.645
H -1.040695 -0.181095 2.184381 -0.225 -0.763 -0.827
H -3.529695 0.807905 0.571381 2.121 -0.558 -1.183
H -3.102695 -0.835095 0.213381 1.194 -0.630 1.676
H -2.949695 -1.052095 -1.883619 -0.562 2.768 0.335
H -3.352695 0.962905 -2.062619 0.639 -2.266 0.613
H -5.425695 -0.392095 -2.369619 -2.373 0.167 -7.181
H -5.354695 0.432905 -0.966619 -2.831 3.632 2.961
H -5.277695 -1.408095 -1.090619 0.545 2.640 -0.156
O 1.621305 3.920905 -2.748619 -0.626 3.282 4.481
H 1.607305 2.991905 -2.554619 -0.155 -0.857 -0.213
H 1.442305 4.378905 -1.753619 0.705 -1.767 -4.366
O -7.379695 2.743905 -1.156619 2.047 2.442 -4.103
H -6.935695 2.700905 -0.361619 0.880 -0.673 3.451
H -6.607695 3.314905 -1.606619 -2.914 -1.769 0.652
O 4.936305 -2.627095 3.870381 -1.019 0.447 -5.002
H 5.420305 -2.559095 4.611381 2.465 0.223 4.585
H 5.552305 -2.215095 3.212381 -1.121 -0.515 0.489
O -1.492695 1.409905 -5.364619 -0.417 -0.015 0.236
H -2.121695 1.490905 -6.084619 0.115 -0.148 -0.386
H -2.021695 1.728905 -4.614619 0.521 0.053 0.165
O 3.620305 1.013905 2.697381 1.654 2.646 -1.688
H 3.021305 1.722905 2.391381 0.735 -0.084 0.393
H 3.031305 0.380905 2.976381 -2.141 -2.691 1.341
O 2.734305 3.618905 2.680381 -0.079 0.971 -1.002
H 2.858305 4.274905 1.951381 0.027 -0.687 0.561
H 2.150305 4.094905 3.269381 -0.159 -0.063 0.512
O -2.077695 -1.622095 4.828381 -1.276 2.241 3.724
H -2.218695 -2.072095 4.057381 0.054 -2.017 -3.634
H -3.011695 -1.455095 5.122381 1.453 -0.028 -0.021
O -1.109695 -4.579095 -0.867619 -0.958 -0.608 0.378
H -0.542695 -4.475095 -0.100619 0.427 0.272 -0.349
H -0.814695 -4.124095 -1.651619 0.565 0.323 -0.258
O 0.232305 -4.295095 1.672381 -2.952 1.139 -3.976
H 1.029305 -3.901095 1.809381 3.772 1.399 1.330
H -0.006695 -4.921095 2.271381 -0.308 -2.863 2.859
O -0.317695 -3.327095 -3.658619 -1.729 -7.256 0.338
H -0.033695 -2.517095 -3.763619 2.258 6.617 -1.031
H 0.135305 -3.888095 -4.330619 -0.538 0.632 0.807
O 3.478305 -4.219095 -3.854619 2.429 -3.744 1.898
H 2.941305 -3.470095 -3.862619 -1.340 1.611 0.910
H 3.660305 -4.693095 -2.921619 -1.190 2.211 -2.726
O -4.341695 -4.171095 -1.014619 1.731 0.257 0.558
H -5.211695 -3.893095 -1.245619 -1.018 -0.670 -0.289
H -4.175695 -5.125095 -0.975619 -0.727 0.526 -0.271
O 3.935305 0.187905 -2.354619 -0.725 1.851 -1.575
H 4.437305 -0.554095 -2.159619 1.184 -2.614 1.592
H 4.308305 0.300905 -3.239619 -0.222 0.797 -0.272
O -2.050695 4.865905 -1.483619 3.168 -5.678 2.309
H -2.402695 5.633905 -1.714619 -1.849 5.489 -1.432
H -1.095695 4.923905 -1.201619 -1.130 0.492 -0.707
O 3.026305 4.997905 0.219381 0.748 1.161 0.350
H 3.465305 4.199905 -0.038619 0.236 -1.099 -0.469
H 3.752305 5.650905 0.152381 -0.683 -0.119 0.043
O 0.467305 5.612905 -0.336619 -0.690 -0.131 -1.189
H -0.123695 5.977905 0.299381 -0.551 0.587 0.832
H 1.279305 5.401905 0.107381 0.967 -0.161 0.410
O 2.567305 -3.698095 3.560381 -2.666 1.544 -5.533
H 3.434305 -3.546095 3.723381 4.517 0.849 0.880
H 2.177305 -4.064095 4.258381 -2.332 -2.386 4.523
O 1.414305 1.336905 -3.006619 1.807 -2.673 -0.951
H 2.330305 0.952905 -2.923619 -0.379 1.120 1.525
H 1.330305 0.704905 -3.749619 -1.737 0.866 -0.292
O 4.241305 -5.113095 -1.201619 -2.738 -0.075 -2.056
H 3.959305 -5.327095 -0.346619 -0.793 -0.577 1.882
H 5.129305 -4.949095 -1.146619 3.603 0.599 0.134
O -2.201695 3.327905 4.337381 -1.868 -0.674 -1.383
H -2.904695 3.337905 3.632381 0.399 -0.556 1.341
H -1.696695 4.014905 3.947381 1.421 1.298 0.033
O -2.689695 3.002905 -3.283619 -1.050 -0.442 -1.306
H -3.167695 3.503905 -3.966619 0.165 -0.465 0.088
H -2.468695 3.700905 -2.677619 0.681 0.644 1.033
O 1.648305 -0.687095 3.759381 -1.940 3.013 0.526
H 1.943305 -1.566095 3.859381 0.132 -1.842 0.776
H 0.996305 -0.354095 4.461381 1.616 -1.468 -1.382
O -1.941695 -2.916095 2.327381 6.202 3.516 -1.716
H -2.625695 -3.426095 2.509381 -4.696 -4.100 0.854
H -1.113695 -3.430095 2.000381 -2.006 0.909 0.702
```
Forces are in eV/Å.

2.
The following is a DFT calculation (ωB97M-V/def2-TZVPD) of a molecular structure, C38H33Cl2P2SiTc in a non-equilibrium geometry.

Its HOMO energy (spin up / spin down) is -16.4905 / -16.6848 eV. The largest force on an atom is 0.033 Eh/bohr. As for the charge: +3. The value obtained for the LUMO energy (spin up / spin down) is -9.73 / -10.66 eV. The multiplicity is 4.

Structure (XYZ):
```
77
Properties=species:S:1:pos:R:3:forces:R:3
Tc 0.386834 0.103659 0.055437 0.777 0.170 1.523
C 0.670755 -1.385884 -3.424741 0.005 -0.299 0.017
Si 0.085751 -1.485928 -1.688390 -0.475 0.618 -0.225
C -0.858713 -2.964556 -1.178662 0.187 -0.266 -0.252
C -1.237953 -3.951971 -2.100073 0.039 0.051 0.157
C -2.014926 -5.022958 -1.679635 0.054 0.112 -0.014
C -2.406173 -5.114570 -0.350440 -0.068 -0.067 0.054
C -2.028236 -4.149411 0.577792 0.028 -0.049 -0.048
C -1.246297 -3.081738 0.162683 -0.072 0.108 0.074
P -0.697174 -1.796499 1.310876 0.231 -0.021 -0.264
C -2.046906 -1.277361 2.359579 -0.108 0.033 0.035
C -2.852243 -0.204126 1.964490 0.070 0.055 0.051
C -3.967275 0.137331 2.711902 0.013 -0.013 0.018
C -4.282960 -0.591278 3.851360 -0.019 0.027 0.001
C -3.484361 -1.655337 4.251672 -0.001 0.007 0.009
C -2.365583 -2.002517 3.513243 -0.032 -0.001 -0.051
C 0.627490 -2.481981 2.308464 -0.027 0.073 0.098
C 0.876796 -1.964551 3.584668 0.057 0.000 -0.041
C 1.952103 -2.436567 4.317482 0.000 0.024 0.045
C 2.789811 -3.408592 3.781220 0.007 -0.035 -0.038
C 2.548741 -3.918341 2.512573 -0.019 0.030 0.023
C 1.468374 -3.458349 1.773816 0.048 -0.068 -0.035
C -1.073723 0.374404 -1.344142 -0.373 -0.674 -0.689
C -2.325501 -0.214386 -1.608009 -0.104 0.408 -0.092
C -3.122530 0.336631 -2.610566 -0.011 -0.048 0.029
C -2.678489 1.418593 -3.358351 -0.136 -0.065 -0.050
C -1.433193 2.000668 -3.120749 0.263 0.087 0.222
C -0.634980 1.474022 -2.121634 -0.317 0.154 -0.392
P 1.037151 1.901495 -1.562249 -0.177 -0.323 -0.093
C 2.117073 2.415677 -2.880157 0.080 0.065 0.041
C 2.946446 1.502888 -3.533862 0.115 0.001 0.079
C 3.712667 1.924058 -4.607522 -0.023 0.038 0.028
C 3.654815 3.249991 -5.019686 0.036 -0.016 -0.038
C 2.841888 4.163238 -4.360850 -0.015 -0.019 0.037
C 2.070839 3.754544 -3.284926 -0.030 -0.045 -0.090
C 0.858811 3.154607 -0.284261 0.069 0.043 -0.061
C -0.361808 3.330733 0.377800 -0.068 -0.050 0.056
C -0.444573 4.209291 1.453066 0.006 -0.015 0.004
C 0.679529 4.909707 1.862413 -0.008 0.021 0.015
C 1.898307 4.728643 1.210182 0.015 0.001 0.012
C 1.997312 3.847659 0.149352 -0.026 -0.045 -0.003
H -0.213734 -1.358092 -4.070360 0.004 -0.024 -0.014
H 1.226079 -2.298251 -3.662195 0.018 0.050 -0.081
H 1.287625 -0.520230 -3.645857 -0.044 0.001 0.035
H -0.941000 -3.886191 -3.139016 0.013 0.011 -0.024
H -2.321781 -5.780963 -2.387009 0.011 -0.012 -0.009
H -3.015156 -5.950296 -0.031090 0.005 0.006 0.014
H -2.344025 -4.248015 1.608300 -0.001 0.032 0.026
H -2.609614 0.374928 1.079496 -0.007 -0.041 -0.019
H -4.590845 0.967224 2.409215 -0.003 0.010 -0.001
H -5.154320 -0.326623 4.434983 -0.009 0.002 -0.002
H -3.736242 -2.214338 5.142489 0.008 -0.015 -0.001
H -1.749599 -2.832071 3.834472 0.021 -0.027 -0.004
H 0.217405 -1.220054 4.014638 -0.030 -0.003 0.008
H 2.129808 -2.064185 5.318185 -0.001 0.003 -0.006
H 3.622946 -3.782840 4.360485 0.008 0.012 0.011
H 3.192760 -4.685547 2.105730 -0.001 -0.011 -0.007
H 1.274314 -3.888781 0.798158 -0.027 0.024 -0.005
H -2.686177 -1.061269 -1.040868 -0.025 0.007 0.023
H -4.096805 -0.087307 -2.814599 -0.005 -0.018 0.009
H -3.309895 1.810310 -4.145278 0.010 0.019 -0.009
H -1.092843 2.834509 -3.722100 0.000 0.017 -0.004
H 3.030342 0.480909 -3.185443 0.017 0.024 0.022
H 4.365707 1.226361 -5.112789 0.007 -0.007 -0.002
H 4.260176 3.578185 -5.853961 -0.003 -0.004 -0.007
H 2.812139 5.195092 -4.682464 0.000 0.008 0.005
H 1.443625 4.471873 -2.772215 -0.033 0.021 0.042
H -1.262664 2.835566 0.033376 0.003 0.011 -0.038
H -1.393685 4.367473 1.946673 -0.012 0.004 0.002
H 0.607677 5.614165 2.680230 0.001 0.003 0.016
H 2.769416 5.286542 1.526030 0.010 0.013 0.005
H 2.947553 3.712908 -0.351749 0.019 -0.005 -0.032
Cl 2.358391 0.567896 1.552268 0.179 -0.031 0.196
C 2.209716 1.488614 3.226185 -0.149 -0.105 -0.396
Cl 3.777901 1.947611 3.726174 -0.055 0.007 0.006
H 1.756035 0.742499 3.866384 0.034 0.007 0.041
H 1.570877 2.331448 2.982360 0.047 0.008 0.049
```
Forces are in eV/Å.

Look up the charge of the second one.
+3